Entry 1:
34
Properties=species:S:1:pos:R:3 method="wB97M-V/def2-TZVPD" smiles="C[Si](C)(C)N=C=O.C/C=C/C(C)C" largest_force_ev_per_a=4.602 lumo_ev=0.693 energy_ev=-22125.8076 relative_energy_kj_mol=53.2 e_homo_ev=-8.703
H -0.2200 1.1083 -1.3604
C -0.5342 -1.9441 -0.3686
C -2.6572 0.8754 1.3900
H 0.3586 0.5895 1.4881
H -4.3028 0.4969 -1.2124
Si -2.1736 0.1311 -0.3378
H 0.8336 -1.7904 3.2383
C 1.9820 -0.7426 1.3770
H -1.8108 0.7556 1.9061
H -0.1648 -0.3765 3.8941
C 2.8815 -0.2538 0.2239
C 3.0889 1.2304 0.2410
C 0.1451 -0.9656 2.9776
H 3.3701 1.7354 1.1745
H -1.4697 2.3870 -1.3504
N -0.8776 -0.9406 0.1779
H -4.4399 -0.9629 -0.2754
H 2.9097 -0.2238 -1.9624
H -1.4978 1.1466 -2.5109
H -2.8606 1.9684 1.3537
H -3.5110 0.5084 1.8779
H 1.3429 -0.3538 -1.1187
H -0.8757 -1.2588 2.5465
H 3.8535 -0.7170 0.3954
H 2.4084 -1.8048 -1.3386
H -3.7437 -1.0029 -1.9248
C -3.8005 -0.4553 -1.0047
H 2.4289 -1.6011 1.8154
C 2.3738 -0.7199 -1.1610
C 0.7992 -0.3288 1.8066
H 2.1226 1.5936 -0.0161
C -1.2415 1.3125 -1.5011
O -0.0392 -2.9030 -0.7591
H 3.7864 1.4850 -0.5602

---

Entry 2:
42
Properties=species:S:1:pos:R:3 method="wB97M-V/def2-TZVPD" largest_force_ev_per_a=2.272 lumo_ev="-4.636 / -5.311" energy_ev=-303926.5651 s_squared=2.00 relative_energy_kj_mol=0.0 e_homo_ev="-11.737 / -11.736" charge=+1 spin_multiplicity=3
N 2.8580 -1.6119 -2.1930
C 0.0405 5.1656 -0.6667
H -4.2948 -1.3797 -0.9937
C -0.4609 3.1789 -1.8841
H -0.2097 3.8559 -2.7019
Br -0.1165 -0.4488 6.8110
H 2.1055 -1.3620 -4.0847
Br -0.2439 1.7789 4.1900
C 1.9915 -0.8368 -1.6374
Br -5.9731 -3.0958 -0.6052
Br -3.3387 -4.4793 0.8781
C 2.6808 -2.0879 -3.5244
O 1.0196 -0.3430 -2.2461
H 0.4120 -1.9244 4.9749
H 3.9756 -1.8157 -0.4371
H 4.8351 -2.1977 -1.9335
H -1.1314 2.1793 0.5166
H 0.3504 -0.2320 2.9987
H 3.6585 -2.1900 -3.9819
H 2.1526 -3.0393 -3.5086
O -0.6584 1.9417 -2.1396
H -0.5603 5.7724 0.0138
N -0.5156 3.7924 -0.7452
H -3.6822 -2.0007 1.3158
H 1.6334 0.0452 4.1423
Pt -1.0682 -0.1258 -1.9552
C -0.5592 3.0989 0.5189
H 0.4639 2.8904 0.8430
H -3.7163 -2.9540 -1.5642
H 2.1837 -0.6246 -0.5882
C -0.0996 -0.9698 4.9577
C 3.8799 -2.2721 -1.4123
H -1.0106 3.7410 1.2753
H 3.6349 -3.3286 -1.3016
C -4.1873 -2.4376 -0.7388
H -1.1214 -1.1610 4.6480
F -0.8439 -0.3777 -0.0508
C -3.3880 -2.5816 0.4661
C 0.5502 0.0426 4.0333
H 1.0354 5.1410 -0.1937
H 0.0891 5.6215 -1.6465
H -2.3706 -2.3677 0.1507

---

Entry 3:
40
Properties=species:S:1:pos:R:3 method="wB97M-V/def2-TZVPD" smiles="CN(C)C=O.CN(C)C=O.BrCCBr.BrCCBr" largest_force_ev_per_a=2.401 lumo_ev=0.340 energy_ev=-297970.7921 relative_energy_kj_mol=127.8 e_homo_ev=-9.234
C 3.2743 -4.2677 -2.4925
O -0.4178 -0.9519 2.2089
H 5.0435 -2.8313 -0.4765
Br 5.3360 6.6622 -1.8217
Br 3.8753 3.4117 -1.3170
C -7.3641 0.2952 2.5845
H -0.6075 -1.8629 0.3674
N 3.9360 -4.4184 -1.3424
H 4.0419 -5.7710 0.0948
H 2.9759 6.9338 -2.8800
H -6.4917 1.7841 4.1667
C 5.2060 -3.7404 -1.0555
C -7.4073 1.3334 3.7836
H 1.9195 4.9359 -1.8248
H -8.3894 -0.0022 2.3648
C -0.6009 -0.9735 1.0163
C -1.4502 1.3795 0.9616
H -7.7686 0.7903 4.6569
O 2.1614 -4.7907 -2.6530
H -1.4590 2.0609 0.1110
C 3.5619 6.0660 -2.5772
H 3.8096 5.4819 -3.4635
H 5.8181 -4.3938 -0.4338
H -1.2674 -1.0691 -1.4904
H -6.9688 0.8574 1.7385
C 2.9325 5.1511 -1.4848
H -2.7124 -0.5525 -0.6829
H 3.1685 -4.2530 0.5077
Br -8.6345 2.8251 3.5133
H 2.8727 5.5759 -0.4827
H 3.9253 -3.7290 -3.1983
H -2.3631 1.2634 1.5457
H 5.7986 -3.5375 -1.9475
H -1.7170 0.6515 -1.5576
C -1.6980 -0.2393 -0.9299
C 3.2769 -5.0599 -0.2169
H -0.7441 1.7533 1.7032
H 2.3789 -5.6386 -0.4332
N -1.0650 0.1071 0.3414
Br -6.1858 -1.2370 3.0960

---

Entry 4:
41
Properties=species:S:1:pos:R:3 method="wB97M-V/def2-TZVPD" largest_force_ev_per_a=1.222 lumo_ev=-2.870 energy_ev=-69376.4174 e_homo_ev=-12.596 charge=+1
H 5.6010 -0.4093 0.1873
H 2.4640 3.0090 -1.0369
Cl 7.0844 -2.2292 0.3080
H 3.2825 1.0488 0.1415
C -2.6402 -0.1714 -1.6090
H -3.5539 -2.0024 -1.6628
Cl -3.3787 -2.0497 2.1237
H -1.5760 1.3741 0.9857
H -2.5401 2.2354 -0.2264
C -0.9344 1.1950 -1.1368
C 2.2823 2.0270 -1.4621
H 1.5410 1.0763 0.3606
H -5.0597 -2.3656 3.7395
H -2.8366 -1.4787 -3.1242
Cl 4.0566 -2.4230 -1.1933
H -5.3572 -0.0751 4.5282
H 0.9929 2.8743 -2.9396
N -2.8571 0.1954 -0.3329
H -2.9586 -0.5156 0.3834
H 3.2456 0.9083 -2.7252
H -3.5339 -1.8268 4.4578
C 4.3695 -2.1424 0.5430
H -5.3742 -0.0594 2.7610
H -0.3158 0.3022 -0.9673
H 0.8660 1.1309 -2.8006
O 3.3101 1.8110 -2.4133
H -1.5317 0.5589 -3.1487
C 0.9675 2.0562 -2.2277
C -4.7590 -0.2486 3.6364
Cl -3.4365 0.9475 3.6359
N -3.0347 -1.2997 -2.1581
H 4.4370 -3.1135 1.0248
C 2.3323 0.9720 -0.3788
N -1.9110 0.7862 -2.2407
H 5.7086 -1.0832 1.8206
C 5.6200 -1.3308 0.7642
C -1.9576 1.3382 -0.0230
C -4.2368 -1.6607 3.6471
H 3.5083 -1.6094 0.9435
O -0.1647 2.2778 -1.3782
H 2.2787 -0.0302 -0.8067

---

Entry 5:
40
Properties=species:S:1:pos:R:3 method="wB97M-V/def2-TZVPD" largest_force_ev_per_a=0.958 lumo_ev=-2.511 energy_ev=-89393.8307 relative_energy_kj_mol=0.0 e_homo_ev=-12.780 charge=+1
H -4.1354 0.8487 -4.4035
H 3.5186 -2.9213 -1.1226
Cl -4.0139 1.7598 -2.2375
C 2.6003 -2.3900 -1.3555
N 3.2632 0.6642 1.4451
H -6.7847 1.4479 -2.9889
C 1.5341 -2.6004 -0.3159
H 4.7359 2.1767 3.9597
C 3.8164 1.7649 3.5505
Cl 3.0173 -0.6555 -1.5198
H -3.9706 -1.7374 1.0144
H 2.2261 -2.7218 -2.3218
H 3.1113 1.5425 4.3525
H 2.7905 -0.1799 1.0975
C -4.7973 1.4845 -3.8219
Cl 2.1140 -2.2022 1.3420
Cl -2.4555 -3.5134 0.7268
H -3.5205 -0.4079 -0.9841
H -2.2832 -1.1990 1.0705
C 4.0399 0.4628 2.7283
H 3.5772 -0.3858 3.2340
H -4.8805 2.4555 -4.3058
C -3.1094 -1.4119 -0.9058
O 1.5310 2.1074 0.7227
H 3.8737 1.0612 0.7326
C -6.1643 0.8716 -3.6699
H 1.2313 -3.6450 -0.2965
Cl -6.0832 -0.7967 -3.0424
H 0.6592 -1.9843 -0.4997
H -3.7336 -2.0959 -1.4733
H 1.6424 1.2433 2.6025
C 3.1886 2.7130 2.5154
Cl -1.5082 -1.3805 -1.7075
H 5.0687 0.1769 2.5218
H 2.7219 3.6105 2.9111
H 3.9879 2.9736 1.8101
C -2.9961 -1.8237 0.5373
H 0.5847 2.1319 0.9123
C 2.2509 1.7308 1.8287
H -6.6488 0.8251 -4.6433

---

Entry 6:
36
Properties=species:S:1:pos:R:3 method="wB97M-V/def2-TZVPD" largest_force_ev_per_a=0.989 lumo_ev=-5.636 energy_ev=-38170.2612 e_homo_ev=-11.106 charge=+1
O 1.5664 -0.3964 2.5481
H 1.9285 0.4257 -3.6450
H 5.0912 1.8531 -2.0369
C 1.2903 -0.8637 0.2441
C 3.3488 1.9440 -4.2799
C -6.6774 -0.9818 3.9489
H -0.1564 0.6988 0.5919
H -7.4807 -1.5461 4.3957
C 4.6348 0.9939 -2.5384
C 0.1777 -0.5652 2.3125
H -6.8766 -2.4608 2.3221
C -0.0328 -0.3638 0.8160
H 5.5328 1.6823 -4.4089
H 4.5901 0.1954 -4.5435
H -5.2633 -2.3155 3.0017
H 5.1471 0.0898 -2.2101
H -5.8741 -0.8672 4.6590
C 2.2755 -0.3830 1.2987
S -5.6043 -0.7052 1.3687
C -6.1556 -1.7669 2.7323
H 1.2884 -1.9551 0.1971
Cl -3.7595 -0.2306 1.9409
H 1.6629 2.0059 -2.8811
O 3.2574 0.9197 -2.1496
H -6.2971 0.4323 1.5908
H -0.1098 -1.5791 2.6211
H 1.5192 -0.4793 -0.7474
H 3.1551 -1.0193 1.3813
H 2.6044 0.6395 1.0949
H 2.9610 1.8625 -5.2935
H -0.9054 -0.8979 0.4339
C 2.4264 1.3162 -3.2442
C 4.6435 1.1681 -4.0505
H -7.0328 -0.0050 3.6617
H -0.3770 0.1527 2.9250
H 3.5012 3.0019 -4.0574

---

Entry 7:
50
Properties=species:S:1:pos:R:3 method="wB97M-V/def2-TZVPD" largest_force_ev_per_a=8.840 lumo_ev="-1.598 / -1.744" energy_ev=-88562.8745 s_squared=3.75 relative_energy_kj_mol=585.8 e_homo_ev="-8.550 / -8.568" spin_multiplicity=4
N -0.5306 -3.5851 -2.2205
F 0.3094 -4.4838 -4.8493
O -1.2245 -5.9659 -2.3353
H -1.9488 1.5713 -3.8174
C -3.0070 -4.1005 -1.6462
O 2.0854 -3.3685 -1.7261
H 2.7657 -1.1913 5.0221
H 3.6792 1.3406 2.2317
O -0.9279 -4.7358 -0.1707
H 1.1611 3.4589 -2.4794
H 0.1919 0.4669 4.2151
H 3.8505 1.3568 4.0301
H -0.3098 4.1940 -3.9866
F 1.4627 -2.6109 -4.4446
H 0.8396 2.0715 4.4086
O 1.3254 -5.6326 -2.2422
C -0.6235 3.2916 -3.4620
N 0.9777 0.8601 6.8524
H -4.0007 3.6590 -1.5372
H 1.0814 2.3081 -3.5502
F -3.9213 -4.8211 -0.9695
C 1.1209 1.0199 4.3540
C -1.5375 3.9894 -2.4428
F -3.4759 -4.1151 -2.8476
C 1.3861 -3.9376 -4.3320
H -0.8039 1.7588 -5.0208
C -1.4559 2.3594 -4.3866
S 1.1176 -4.2108 -2.4153
H 1.5366 0.8586 7.6936
H -3.4929 2.2480 -0.5994
O -1.9272 3.0479 -1.4024
H 2.8956 2.5675 3.2455
C -3.2374 3.2750 -0.8604
H -2.2177 2.8994 -4.9489
O 1.9212 0.8796 3.1297
H 1.0090 -1.5258 5.3017
C 1.8936 -0.9887 5.6438
N 0.5347 2.7444 -2.8216
Ti -0.1504 -0.0003 -0.5644
H -3.2981 3.8345 0.0731
H -2.2556 4.4667 -3.1095
H -0.9851 4.7877 -1.9470
H 2.1184 -1.4845 6.5881
F -2.9741 -2.8632 -1.2094
C 3.1811 1.5173 3.1850
H 2.7176 0.9772 5.8226
S -1.2182 -4.7116 -1.6043
C 1.7407 0.5205 5.6639
H 0.0749 0.5165 7.1476
F 2.5461 -4.5141 -4.6591